(1)
Formula: C3H7Cl4Hg2O
Source: OMol25
Level of theory: the ωB97M-V functional and the def2-TZVPD basis

## Properties
Molecular weight ... 602.08 g/mol
E ... -63670.32547 eV
Highest occupied orbital energy ... -19.18 eV
Frontier orbital gap ... 2.1 eV

```
! wB97M-V def2-TZVPD RIJCOSX def2/J DEFGRID3
* xyz 3 1
Hg 4.562 -1.290 3.168
Hg 2.841 -2.348 -0.023
C 1.658 0.121 1.884
O 2.513 -0.977 1.902
H 1.539 0.474 0.860
H 0.618 -0.105 2.122
H 2.014 1.027 2.374
C -2.446 0.650 0.636
Cl -4.187 0.171 0.728
Cl -2.199 2.422 0.845
H -1.886 0.103 1.395
H -2.025 0.299 -0.305
C -0.546 -0.194 -3.258
Cl -2.309 0.069 -3.063
Cl 0.309 0.296 -1.758
H -0.277 -1.223 -3.497
H -0.179 0.503 -4.011
*
```



(2)
Formula: C3H7Cl4NO2
Source: OMol25
Level of theory: the ωB97M-V functional and the def2-TZVPD basis

## Properties
Molecular weight ... 230.91 g/mol
E ... -58896.37504 eV
Highest occupied orbital energy ... -11.00 eV
SMILES string ... C[N+](=O)[O-].ClCCl.ClCCl
Frontier orbital gap ... 11.4 eV

```
! wB97M-V def2-TZVPD RIJCOSX def2/J DEFGRID3
* xyz 0 1
C 21.330 -16.623 -4.505
N 22.291 -17.504 -5.237
O 21.992 -17.813 -6.379
O 23.285 -17.859 -4.653
H 20.926 -17.282 -3.738
H 20.546 -16.240 -5.141
H 21.912 -15.830 -4.043
C 23.107 -20.896 -2.779
Cl 24.586 -20.103 -2.188
Cl 21.696 -19.872 -2.500
H 23.192 -21.200 -3.818
H 22.975 -21.815 -2.214
C 19.512 -19.812 0.420
Cl 20.945 -19.415 1.394
Cl 18.436 -18.411 0.209
H 19.789 -20.226 -0.540
H 18.970 -20.546 1.004
*
```